Entry 1:
A molecular structure, C27H24N9NaO2SSe in a non-equilibrium geometry, computed with wB97M-V/def2-TZVPD.

The total energy is -4648.570609 Ha. The spin multiplicity is 1. The calculation puts the HOMO energy at -7.4 eV. For the HOMO-LUMO gap, the calculation gives 0.265 Eh.

Each line ends with the Mulliken charge.
Atoms and positions in Å:
1 H 5.90 -0.17 -1.95  0.533
2 C 4.52 0.54 1.03  -1.071
3 N -2.83 2.10 -0.43  0.343
4 Na 0.75 -1.30 -0.95  0.736
5 H -3.05 -3.14 -1.29  0.267
6 C 1.88 -0.02 -5.28  -0.914
7 C -6.65 -2.06 0.72  -0.291
8 H 0.45 4.65 -0.34  0.335
9 C 3.89 0.02 -4.00  -0.910
10 C 7.03 0.57 0.40  0.503
11 N 1.80 -0.47 -2.94  -0.022
12 C -2.11 -2.87 3.05  -1.173
13 C -1.79 1.38 -0.93  0.119
14 N -2.80 -2.67 1.78  0.544
15 C -0.13 0.34 2.19  -0.228
16 H -7.20 -1.76 2.74  0.360
17 C -6.36 -1.89 2.07  -0.763
18 C -1.34 3.52 -0.45  1.022
19 C 1.30 1.12 3.89  -0.336
20 C 1.20 -0.39 -4.12  -0.255
21 N -0.80 2.35 -0.86  0.708
22 C 3.73 -0.13 -1.50  0.651
23 N -2.60 3.40 -0.16  -0.948
24 Se -0.58 -3.66 0.45  -0.314
25 H 0.16 -0.66 -4.11  0.496
26 C -0.60 4.78 -0.56  -1.195
27 C 5.50 0.42 0.05  -0.381
28 S -1.82 -0.16 -1.47  -0.374
29 C -5.76 -2.51 -0.23  -1.126
30 N 0.53 2.20 -1.21  -0.929
31 N -3.26 -3.04 -0.32  0.202
32 H 0.59 2.13 -2.22  0.303
33 N 2.78 0.06 -0.55  0.083
34 H 4.94 0.18 -3.89  0.371
35 H -1.04 5.56 0.10  0.356
36 C -5.11 -2.16 2.55  -0.424
37 H 3.80 0.42 -6.10  0.408
38 C 2.14 0.54 1.70  0.271
39 H -0.71 5.14 -1.57  0.263
40 H 1.34 0.05 -6.18  0.478
41 H -2.38 -2.08 3.73  0.346
42 H -1.00 -2.84 2.92  0.345
43 H -4.89 -2.21 3.64  0.355
44 N 0.90 0.19 1.36  0.365
45 C 2.38 1.06 3.02  -1.020
46 H 1.40 1.54 4.93  0.312
47 C 3.19 0.39 0.67  1.175
48 H -6.08 -2.77 -1.21  0.481
49 C -4.17 -2.47 1.64  0.719
50 C 5.10 0.00 -1.23  -0.893
51 C -4.47 -2.68 0.26  0.378
52 H -3.79 1.85 -0.22  0.156
53 C 0.01 0.75 3.51  -1.212
54 H -2.51 -3.80 3.45  0.359
55 C 3.13 -0.24 -2.86  0.455
56 O 7.20 0.92 1.59  -0.731
57 H -1.08 0.06 1.67  0.466
58 C 3.26 0.12 -5.21  -0.418
59 O 7.78 0.39 -0.54  -0.690
60 H 4.87 0.74 2.03  0.516
61 H -7.68 -1.83 0.44  0.357
62 H 3.32 1.47 3.32  0.422
63 H -0.80 0.84 4.16  0.580
64 C -2.32 -3.13 0.63  -0.480
65 H 0.92 1.33 -0.85  -0.038

=====

Entry 2:
A molecular structure, C16H46O25P5V in a non-equilibrium geometry, computed with wB97M-V/def2-TZVPD.

The total energy is -5169.579934 Ha. The spin multiplicity is 1. The calculation puts the HOMO energy at -9.5 eV. For the HOMO-LUMO gap, the calculation gives 0.364 Eh.

Each line ends with the Mulliken charge.
Atoms and positions in Å:
1 C -8.06 22.17 12.31  -0.560
2 O -13.47 20.83 11.95  -0.717
3 C -10.46 15.79 11.38  -0.396
4 H -7.84 18.09 12.24  0.530
5 O -13.23 23.69 17.52  -0.787
6 H -6.82 15.21 15.19  0.345
7 C -10.55 20.39 9.38  0.671
8 H -16.16 19.00 10.83  0.019
9 O -10.44 21.50 15.22  -0.342
10 H -11.14 15.83 12.23  0.368
11 H -11.27 16.75 6.87  0.309
12 H -9.04 19.20 12.90  -0.202
13 H -10.31 24.50 11.97  0.301
14 H -14.52 19.84 15.95  0.007
15 P -14.55 23.16 17.21  1.058
16 O -8.68 21.80 13.56  -0.282
17 H -14.22 21.56 14.22  -0.129
18 O -13.18 16.26 10.21  -0.200
19 H -10.64 16.61 10.69  -0.123
20 O -9.36 14.73 14.05  -0.741
21 P -16.17 18.81 13.61  -0.393
22 O -14.85 22.85 15.71  -0.281
23 C -13.82 15.98 11.45  -0.600
24 H -5.41 15.02 14.12  0.234
25 H -8.81 22.45 11.58  0.215
26 C -8.39 18.36 13.14  -0.552
27 C -10.41 20.14 15.62  -0.117
28 P -8.68 15.78 13.30  0.779
29 O -14.81 18.60 13.14  0.604
30 H -17.44 23.71 18.67  0.259
31 H -7.55 21.28 11.95  0.248
32 H -11.87 24.72 12.87  0.304
33 O -7.12 15.59 13.17  -0.337
34 V -12.30 19.93 11.39  2.211
35 H -11.53 23.30 11.78  0.207
36 C -14.81 21.84 19.41  -0.887
37 H -7.39 23.00 12.50  0.244
38 H -15.44 18.30 16.12  0.429
39 O -8.91 17.25 13.84  -0.017
40 H -16.33 15.69 9.64  0.255
41 P -13.64 17.46 9.31  0.798
42 H -18.80 18.44 14.22  0.370
43 O -14.91 21.82 17.98  0.048
44 H -11.39 19.80 15.96  0.188
45 H -14.16 22.63 19.79  0.360
46 O -12.05 18.64 12.31  -0.522
47 O -16.29 19.75 14.87  -0.176
48 H -7.65 18.85 13.79  0.366
49 C -11.13 24.02 12.50  -0.717
50 H -6.01 16.65 14.55  0.239
51 H -16.00 19.66 16.93  0.185
52 H -10.08 19.41 14.88  -0.174
53 H -15.79 22.02 19.84  0.272
54 O -9.09 15.84 11.79  -0.340
55 O -15.18 17.31 9.08  -0.308
56 C -6.29 15.62 14.33  -0.679
57 C -11.66 17.40 7.65  -0.411
58 O -10.33 19.40 10.10  -0.569
59 H -11.08 17.20 8.56  0.078
60 C -15.80 16.05 8.76  -0.754
61 H -9.72 20.05 16.46  0.300
62 O -10.98 21.03 12.75  1.716
63 C -13.85 22.42 14.78  -0.310
64 H -13.25 16.30 12.33  0.192
65 H -10.58 21.24 7.86  0.299
66 O -10.10 20.43 8.09  -0.505
67 O -16.91 17.46 14.02  -0.292
68 H -17.68 24.40 17.06  0.275
69 H -10.63 14.85 10.86  0.327
70 O -13.04 17.12 7.90  -0.424
71 O -11.36 21.27 9.79  -0.702
72 P -10.25 21.85 13.71  -0.919
73 H -13.60 23.17 14.04  0.285
74 H -15.05 15.29 8.52  0.337
75 C -18.26 17.52 14.46  -0.826
76 O -13.30 18.77 9.86  -0.455
77 H -11.44 18.43 7.40  0.229
78 H -13.95 14.91 11.55  0.419
79 C -15.50 19.39 16.00  -0.516
80 H -17.60 18.04 11.23  0.252
81 O -17.14 19.54 12.60  -0.312
82 H -17.17 22.72 17.21  0.199
83 H -16.45 16.23 7.91  0.296
84 O -10.63 23.37 13.69  -0.206
85 H -14.77 16.50 11.58  0.120
86 C -17.16 19.04 11.26  -0.463
87 H -12.94 22.11 15.29  0.290
88 O -15.71 24.16 17.62  -0.389
89 H -17.80 19.70 10.67  0.367
90 H -18.27 17.39 15.54  0.278
91 C -17.07 23.71 17.64  -0.584
92 H -18.81 16.73 13.96  0.276
93 H -14.36 20.89 19.69  0.256

=====

Entry 3:
A gas-phase ion, C6H15N3 (charge +2) in a non-equilibrium geometry, computed with wB97M-V/def2-TZVPD.

The total energy is -401.175951 Ha. The spin multiplicity is 1. The calculation puts the HOMO energy at -17.8 eV. For the HOMO-LUMO gap, the calculation gives 0.381 Eh. The charge is +2.

Each line ends with the Mulliken charge.
Atoms and positions in Å:
1 H 1.62 -1.50 -2.69  0.380
2 N -0.54 -0.12 0.53  -0.182
3 H -2.16 -1.30 0.29  0.401
4 H 2.66 0.86 0.07  0.305
5 H -0.63 -0.98 3.11  0.309
6 C -1.56 2.32 0.14  -0.874
7 H -1.32 2.26 1.23  0.331
8 C 0.05 0.62 -0.38  0.243
9 C -1.47 -1.38 2.48  -0.985
10 H 3.46 -0.18 -0.77  0.352
11 H 1.40 0.62 -2.06  0.494
12 H -0.08 2.36 -1.31  0.312
13 H 2.36 -0.96 -0.02  0.394
14 N 2.55 -0.01 -0.36  -0.153
15 C -1.33 -1.02 1.03  0.140
16 H -2.54 1.78 -0.05  0.303
17 H 1.37 -2.08 -0.96  0.479
18 H -2.34 -0.86 2.87  0.325
19 H -1.56 -2.59 2.49  0.346
20 N -0.44 1.81 -0.51  -0.168
21 H -0.05 -1.57 -2.07  0.326
22 H -1.76 3.27 -0.12  0.359
23 C 1.01 -1.39 -1.77  -1.284
24 C 1.29 0.04 -1.17  -0.152

=====

Entry 4:
A molecular structure, C10H14F2KNO13S2 in a non-equilibrium geometry, computed with wB97M-V/def2-TZVPD.

The total energy is -3017.992701 Ha. The spin multiplicity is 2. The calculation puts the HOMO energy (spin up / spin down) at -13.4 / -13.4 eV. For the HOMO-LUMO gap (spin up / spin down), the calculation gives 0.347 / 0.166 Eh. The charge is +1.

Each line ends with the Löwdin spin population.
Atoms and positions in Å:
1 F -19.98 -3.42 12.34  -0.005
2 O -14.14 -5.80 18.07  0.000
3 H -22.41 -6.07 12.47  0.000
4 H -23.20 -8.08 11.15  0.000
5 H -22.51 -9.53 11.89  0.000
6 H -23.01 -8.22 12.89  0.000
7 C -11.97 -5.48 17.13  0.000
8 C -13.65 -6.70 10.84  0.000
9 O -19.74 -1.03 12.10  0.046
10 O -16.17 -5.48 12.82  0.000
11 F -18.85 -1.10 16.39  -0.011
12 H -11.20 -4.70 17.12  0.000
13 O -21.80 -2.01 13.04  0.117
14 H -12.52 -5.07 19.02  0.000
15 O -15.29 -5.19 16.28  0.000
16 S -19.53 -0.85 14.85  -0.031
17 H -21.38 -5.60 11.14  0.000
18 C -22.53 -8.44 11.93  0.000
19 H -12.47 -4.95 11.19  0.000
20 O -13.93 -5.18 12.56  0.000
21 O -20.40 -5.98 13.02  0.000
22 O -18.41 -0.11 14.28  0.322
23 C -19.69 -7.05 13.31  0.000
24 S -20.31 -1.99 13.00  -0.018
25 C -21.42 -6.21 12.04  0.000
26 H -13.71 -6.23 9.86  0.000
27 H -12.63 -6.89 18.64  0.000
28 H -13.18 -7.66 10.65  0.000
29 C -15.12 -5.70 12.28  0.000
30 O -20.22 -7.97 12.62  0.000
31 H -12.25 -6.36 12.40  0.000
32 O -18.91 -7.34 14.19  0.000
33 C -14.25 -5.36 16.89  0.000
34 H -20.77 -7.86 10.73  0.000
35 O -13.08 -4.93 16.39  0.000
36 C -12.92 -5.72 11.81  0.000
37 N -19.53 -2.34 14.44  0.434
38 H -11.37 -6.35 16.87  0.000
39 C -12.78 -5.86 18.32  0.000
40 O -20.78 -0.16 15.12  0.147
41 C -21.22 -7.59 11.68  0.000
42 O -14.94 -6.70 11.41  0.000
43 K -17.89 -4.67 14.95  -0.001

=====

Entry 5:
2 unconnected molecules or ions with the total composition C3H3NO2 in a non-equilibrium geometry, computed with wB97M-V/def2-TZVPD.

The total energy is -321.176070 Ha. The spin multiplicity is 1. The calculation puts the HOMO energy at -9.9 eV. For the HOMO-LUMO gap, the calculation gives 0.385 Eh.

Each line ends with the Mulliken charge.
Atoms and positions in Å:
1 C -0.22 0.49 -1.33  -1.009
2 H -1.08 -1.48 -1.97  0.406
3 N 0.32 0.17 0.99  -0.079
4 H 0.16 1.45 -1.13  0.448
5 H 1.52 -0.50 -0.26  0.397
6 O 1.54 -0.38 0.71  -0.310
7 C -0.68 -0.53 -1.73  0.162
8 C -0.36 0.26 1.98  0.396
9 O -1.20 0.52 2.73  -0.411